one | {"formula": "C4H6S", "method": "ωB97M-V/def2-TZVPD", "elements": ["S", "C", "C", "C", "C", "H", "H", "H", "H", "H", "H"], "positions_angstrom": [[-3.096, -0.365, -0.443], [0.498, 0.448, 0.816], [1.132, 0.076, -0.499], [-0.376, 0.225, -0.272], [-1.578, -0.851, -0.189], [-0.919, -1.907, -0.127], [-0.483, 1.187, -0.523], [1.547, -0.922, -0.800], [0.954, -0.312, 1.591], [1.627, 0.954, -0.736], [0.693, 1.468, 1.182]], "lowdin_charge": [0.67, -0.22, -0.11, -0.38, -0.61, 0.14, 0.08, 0.12, 0.14, 0.07, 0.11], "spin_multiplicity": 1, "smiles": "S=CC1CC1", "gap_ev": 8.458}

two | {"formula": "C4H6S", "method": "ωB97M-V/def2-TZVPD", "elements": ["S", "C", "C", "C", "C", "H", "H", "H", "H", "H", "H"], "positions_angstrom": [[-2.174, 0.413, -0.021], [-1.106, -1.083, -0.155], [-0.494, 0.027, 0.505], [1.205, 0.571, -0.647], [0.749, 0.780, 0.726], [-0.807, -1.285, -1.215], [0.598, 0.724, -1.467], [1.212, 0.128, 1.491], [1.875, -0.244, -0.783], [-1.540, -1.835, 0.522], [0.480, 1.805, 1.043]], "lowdin_charge": [0.79, -0.43, -0.56, 0.00, -0.30, 0.09, 0.03, 0.13, 0.05, 0.07, 0.12], "spin_multiplicity": 1, "gap_ev": [7.743, 8.315]}

It is one that is most stable; the runner-up trails by 61.5 kJ/mol.

one | {"formula": "C4H6S", "method": "ωB97M-V/def2-TZVPD", "elements": ["S", "C", "C", "C", "C", "H", "H", "H", "H", "H", "H"], "positions_angstrom": [[0.271, 0.011, -1.582], [0.287, -0.663, 0.880], [-0.969, 1.186, -0.544], [-0.909, 0.041, 0.651], [1.338, -0.597, -0.267], [-1.935, 0.885, -1.244], [1.757, -1.601, -0.634], [0.252, -1.357, 1.791], [-0.936, 2.294, -0.344], [-1.476, -0.042, 1.748], [2.320, -0.157, -0.455]], "lowdin_charge": [0.74, -0.21, -0.32, -0.22, -0.52, 0.09, 0.09, 0.11, 0.07, 0.13, 0.05], "spin_multiplicity": 1, "smiles": "C1=CCSC1", "gap_ev": 9.371}

two | {"formula": "C4H6S", "method": "ωB97M-V/def2-TZVPD", "elements": ["S", "C", "C", "C", "C", "H", "H", "H", "H", "H", "H"], "positions_angstrom": [[-1.200, 0.260, 2.676], [0.598, -0.325, -0.074], [-0.443, 0.250, -0.297], [-1.699, 0.867, -0.718], [1.918, -0.920, 0.192], [-1.857, 1.632, 0.033], [2.420, -0.741, -0.872], [2.257, -0.434, 1.127], [-2.392, -0.004, -0.697], [1.859, -2.034, 0.276], [-1.461, 1.447, -1.644]], "lowdin_charge": [0.11, -0.16, -0.22, -0.13, -0.11, 0.04, 0.12, 0.08, 0.10, 0.08, 0.09], "spin_multiplicity": 1, "gap_ev": [7.128, 7.109]}

It is one that is most stable; the runner-up trails by 135.0 kJ/mol.

one | {"formula": "C2HClN2O", "method": "ωB97M-V/def2-TZVPD", "elements": ["Cl", "O", "N", "N", "C", "C", "H"], "positions_angstrom": [[-0.909, 1.560, -0.597], [-1.985, -1.306, 1.732], [2.238, -0.555, -1.570], [-1.614, -0.501, 0.930], [-1.373, 0.122, -0.053], [1.948, 0.097, -0.703], [1.696, 0.584, 0.261]], "lowdin_charge": [0.75, 0.04, 0.06, -0.18, -0.59, -0.15, 0.06], "spin_multiplicity": 1, "smiles": "[O-][N+]#CCl.C#N", "gap_ev": 9.829}

two | {"formula": "C2HClN2O", "method": "ωB97M-V/def2-TZVPD", "elements": ["Cl", "O", "N", "N", "C", "C", "H"], "positions_angstrom": [[1.977, -1.049, -0.065], [-1.130, -1.253, 1.525], [1.224, 2.251, 1.158], [0.008, -0.889, 1.596], [0.914, 1.198, 0.846], [0.515, -0.128, 0.439], [-0.194, -0.079, -0.400]], "lowdin_charge": [0.66, 0.05, 0.19, -0.07, -0.26, -0.69, 0.12], "spin_multiplicity": 1, "smiles": "N#C[C@@H](Cl)N=O", "gap_ev": 9.160}

It is two that is most stable; the runner-up trails by 124.2 kJ/mol.

one | {"formula": "C2HClN2O", "method": "ωB97M-V/def2-TZVPD", "elements": ["Cl", "O", "N", "N", "C", "C", "H"], "positions_angstrom": [[0.272, -0.533, -1.030], [-3.403, -1.531, 0.028], [-2.761, -0.520, -0.027], [-1.672, 2.807, 0.029], [-1.755, 1.679, -0.141], [-1.983, 0.356, -0.151], [0.498, 0.746, -1.018]], "lowdin_charge": [0.43, 0.08, -0.08, 0.19, -0.26, -0.18, -0.18], "spin_multiplicity": 1, "smiles": "N#CC#[N+][O-].Cl", "gap_ev": 10.275}

two | {"formula": "C2HClN2O", "method": "ωB97M-V/def2-TZVPD", "elements": ["Cl", "O", "N", "N", "C", "C", "H"], "positions_angstrom": [[-2.399, -2.325, -0.937], [-2.431, 1.474, -0.089], [-2.902, 0.403, -0.373], [-0.779, -0.002, -0.049], [-0.942, 1.261, 0.157], [-2.136, -0.647, -0.483], [0.123, 1.496, 0.430]], "lowdin_charge": [0.65, -0.03, -0.08, 0.05, -0.08, -0.65, 0.15], "spin_multiplicity": 1, "smiles": "Clc1ncon1", "gap_ev": 11.086}

three | {"formula": "C2HClN2O", "method": "ωB97M-V/def2-TZVPD", "elements": ["Cl", "O", "N", "N", "C", "C", "H"], "positions_angstrom": [[-1.214, -0.185, -1.474], [-0.476, 0.440, 0.946], [0.688, 0.547, 1.786], [1.166, -0.462, -0.182], [-0.092, -0.097, -0.188], [1.577, -0.027, 1.015], [2.565, -0.218, 1.299]], "lowdin_charge": [0.77, -0.04, 0.13, 0.10, -0.84, -0.22, 0.10], "spin_multiplicity": 1, "smiles": "Clc1ncno1", "gap_ev": 11.471}

It is three that is most stable; the runner-up trails by 240.7 kJ/mol.

one | {"formula": "C7H12", "method": "ωB97M-V/def2-TZVPD", "elements": ["C", "C", "C", "C", "C", "C", "C", "H", "H", "H", "H", "H", "H", "H", "H", "H", "H", "H", "H"], "positions_angstrom": [[-0.077, 0.401, 1.075], [2.402, 0.435, 0.079], [-2.540, -0.279, 0.084], [1.709, -0.889, -0.206], [-1.039, -0.161, 0.008], [0.926, 0.371, -0.073], [-0.222, 0.642, -1.048], [1.454, -1.662, 0.519], [-0.493, 1.708, -1.085], [-3.101, 0.658, 0.101], [-2.861, -0.866, -0.784], [-2.788, -0.862, 0.980], [-0.167, 0.245, -2.066], [2.751, 0.668, 1.082], [1.864, -1.280, -1.210], [3.028, 0.841, -0.713], [-0.694, -1.206, -0.083], [-0.261, 1.443, 1.372], [0.108, -0.208, 1.967]], "lowdin_charge": [-0.09, -0.06, -0.07, -0.11, -0.36, -0.47, -0.06, 0.11, 0.11, 0.07, 0.08, 0.08, 0.11, 0.10, 0.10, 0.10, 0.13, 0.12, 0.12], "spin_multiplicity": 1, "gap_ev": 10.900}

two | {"formula": "C7H12", "method": "ωB97M-V/def2-TZVPD", "elements": ["C", "C", "C", "C", "C", "C", "C", "H", "H", "H", "H", "H", "H", "H", "H", "H", "H", "H", "H"], "positions_angstrom": [[-1.370, 0.759, -0.787], [0.941, -1.277, -2.357], [0.914, 0.881, 1.906], [-0.966, 1.432, 0.314], [-1.390, -0.679, -0.574], [-0.481, 0.519, 1.397], [-0.615, -0.853, 0.702], [0.934, 1.880, 2.356], [1.482, -2.169, -2.028], [1.390, -0.385, -1.909], [0.378, -1.235, 0.411], [1.245, 0.161, 2.661], [-1.191, 0.554, 2.236], [1.637, 0.863, 1.082], [-0.992, 2.515, 0.439], [-1.050, -1.635, 1.333], [0.977, -1.199, -3.446], [-0.105, -1.366, -2.042], [-1.737, 1.234, -1.694]], "lowdin_charge": [-0.14, -0.05, -0.07, -0.02, 0.02, -0.38, -0.22, 0.08, 0.03, 0.02, 0.12, 0.08, 0.15, 0.08, 0.12, 0.11, 0.02, -0.03, 0.09], "spin_multiplicity": 1, "gap_ev": 7.770}

It is one that is most stable; the runner-up trails by 161.4 kJ/mol.

one | {"formula": "C7H12", "method": "ωB97M-V/def2-TZVPD", "elements": ["C", "C", "C", "C", "C", "C", "C", "H", "H", "H", "H", "H", "H", "H", "H", "H", "H", "H", "H"], "positions_angstrom": [[-1.850, -0.019, 2.520], [-1.037, 1.021, 1.860], [1.850, -1.111, -2.030], [0.629, 0.243, -0.254], [-0.283, 1.996, 1.580], [-0.649, 0.970, 0.145], [0.550, -0.413, -1.635], [0.300, 0.343, -2.391], [0.847, -0.523, 0.500], [2.684, -0.402, -2.070], [-1.413, -1.012, 2.377], [-1.514, 0.309, -0.002], [2.117, -1.891, -1.308], [-1.880, 0.176, 3.596], [1.772, -1.586, -3.013], [-0.858, 1.826, -0.499], [1.465, 0.951, -0.221], [-0.272, -1.141, -1.648], [-2.881, -0.031, 2.153]], "lowdin_charge": [-0.07, -0.29, -0.12, -0.24, 0.08, -0.23, -0.28, 0.11, 0.12, 0.07, 0.08, 0.12, 0.07, 0.09, 0.07, 0.11, 0.12, 0.11, 0.08], "spin_multiplicity": 1, "gap_ev": 10.441}

two | {"formula": "C7H12", "method": "ωB97M-V/def2-TZVPD", "elements": ["C", "C", "C", "C", "C", "C", "C", "H", "H", "H", "H", "H", "H", "H", "H", "H", "H", "H", "H"], "positions_angstrom": [[-0.494, -0.457, 1.415], [0.002, -2.046, -1.388], [-0.547, 1.426, 0.502], [-0.843, 0.949, 1.910], [-0.679, -0.013, -0.054], [0.214, -0.550, -1.164], [0.899, 1.959, 0.684], [1.393, 1.540, 1.569], [0.221, -2.612, -0.474], [1.522, 1.724, -0.184], [1.269, -0.362, -0.925], [-1.105, -1.260, 1.842], [0.002, 0.000, -2.092], [-1.726, -0.176, -0.340], [-1.172, 2.218, 0.073], [-1.035, -2.261, -1.670], [0.553, -0.692, 1.656], [0.874, 3.042, 0.825], [0.651, -2.429, -2.182]], "lowdin_charge": [-0.19, -0.11, -0.38, 0.13, -0.31, -0.24, -0.06, 0.08, 0.07, 0.08, 0.10, 0.10, 0.12, 0.14, 0.13, 0.08, 0.12, 0.08, 0.07], "spin_multiplicity": 1, "gap_ev": 8.472}

three | {"formula": "C7H12", "method": "ωB97M-V/def2-TZVPD", "elements": ["C", "C", "C", "C", "C", "C", "C", "H", "H", "H", "H", "H", "H", "H", "H", "H", "H", "H", "H"], "positions_angstrom": [[-1.187, 0.397, -0.308], [1.185, 1.692, 0.332], [-0.660, -0.081, 1.023], [-0.259, 1.274, 0.515], [0.406, -1.388, -0.785], [-0.818, -0.650, -1.344], [0.326, -1.218, 0.754], [-0.031, -2.136, 1.230], [-1.673, -1.340, -1.366], [1.316, -1.007, 1.177], [-2.202, 0.783, -0.378], [-0.836, 2.082, 0.967], [1.825, 0.913, -0.091], [-0.679, -0.284, -2.367], [1.272, 2.583, -0.300], [1.328, -0.955, -1.188], [-1.315, -0.171, 1.886], [0.406, -2.445, -1.074], [1.597, 1.952, 1.317]], "lowdin_charge": [-0.20, -0.06, -0.22, -0.25, -0.18, -0.16, -0.15, 0.11, 0.11, 0.10, 0.13, 0.13, 0.06, 0.11, 0.07, 0.10, 0.13, 0.10, 0.08], "spin_multiplicity": 1, "smiles": "C[C@H]1[C@H]2CCC[C@@H]12", "gap_ev": 10.808}

four | {"formula": "C7H12", "method": "ωB97M-V/def2-TZVPD", "elements": ["C", "C", "C", "C", "C", "C", "C", "H", "H", "H", "H", "H", "H", "H", "H", "H", "H", "H", "H"], "positions_angstrom": [[-0.389, -0.088, 0.409], [2.054, -1.162, 0.685], [-1.260, 0.628, -1.855], [1.013, -0.332, -0.003], [-1.473, -0.294, -0.654], [1.026, 1.073, 0.044], [-0.752, -0.061, 1.715], [-0.182, 0.466, 2.469], [1.619, -2.151, 0.855], [-0.243, 0.445, -2.212], [-2.439, -0.254, -0.157], [0.853, 1.720, -0.801], [2.882, -1.301, -0.006], [2.456, -0.736, 1.611], [-1.940, 0.355, -2.656], [1.268, 1.625, 0.964], [-1.813, -0.205, 1.898], [-1.315, 1.628, -1.431], [-1.365, -1.359, -0.876]], "lowdin_charge": [-0.42, -0.09, -0.10, -0.28, -0.21, 0.06, 0.08, 0.07, 0.08, 0.07, 0.10, 0.08, 0.07, 0.07, 0.07, 0.10, 0.06, 0.08, 0.12], "spin_multiplicity": 1, "gap_ev": 7.026}

It is three that is most stable; the runner-up trails by 301.5 kJ/mol.